Molecular formula: C3H4O3
Method: DFT, ωB97M-V/def2-TZVPD

Last column: Löwdin charge in e.
Positions of all 10 atoms, in Å:
O  -1.75719  -0.27462  0.39865  0.081
C  -1.07524  0.70307  0.57047  -0.206
C  0.33151  0.82832  0.01029  -0.141
O  0.48379  -0.12138  -1.02791  -0.028
C  0.60901  -1.39164  -0.58921  -0.335
O  0.91368  -1.71119  0.52754  0.083
H  -1.46219  1.56622  1.14409  0.127
H  0.48380  1.81586  -0.42904  0.133
H  1.06718  0.67008  0.80913  0.136
H  0.40566  -2.08470  -1.41400  0.151

Forces on the atoms, in the same order (eV/Å):
O 0.266 0.507 -0.007
C -0.323 -0.327 0.065
C -0.070 0.101 -0.019
O 0.015 -0.237 0.054
C 0.184 -0.234 0.381
O -0.162 0.172 -0.540
H 0.159 -0.012 0.059
H -0.037 -0.077 0.037
H -0.164 0.064 -0.050
H 0.132 0.042 0.021

Gap between HOMO and LUMO = 11.2 eV
Electronic energy = -9317.5545 eV
LUMO energy = 0.031 Eh
Relative energy (zero: lowest compared OMol25 entry of this formula, charge and spin) = 26.4 kcal per mole



Molecular formula: C23H33BN9O4S2Ti
Method: DFT, ωB97M-V/def2-TZVPD

Last column: Mulliken spin population.
Positions of all 73 atoms, in Å:
Ti  -0.54779  1.08115  0.23390  0.005
C  -0.46598  -0.26830  3.11364  0.000
C  -1.83156  -0.62239  2.55241  0.001
O  -2.22981  0.35381  1.56618  0.001
C  -3.09546  1.40055  2.07100  0.000
C  -2.24824  2.52949  2.59586  0.000
O  -1.16701  2.69564  1.64294  0.000
C  -0.22775  3.72031  2.02840  0.000
C  0.83693  3.69823  0.96632  0.000
O  1.11104  2.30447  0.61619  -0.006
C  2.17262  1.61530  1.32418  0.012
C  1.57846  0.88134  2.50596  0.024
O  0.31715  0.34379  2.04756  -0.035
H  0.04783  -1.16050  3.47585  -0.002
H  -0.52447  0.44521  3.93700  0.000
H  -2.56689  -0.66962  3.35459  0.000
H  -1.82645  -1.58389  2.05128  0.000
H  -3.75665  1.00538  2.84065  0.000
H  -3.70892  1.71578  1.23241  0.000
H  -1.81944  2.31861  3.57772  0.000
H  -2.83079  3.45045  2.66180  0.000
H  0.15993  3.49469  3.02450  0.000
H  -0.71757  4.69546  2.06039  0.000
H  1.75541  4.18903  1.28433  0.000
H  0.49593  4.16639  0.04338  0.000
H  2.93929  2.32457  1.63384  -0.004
H  2.60913  0.92181  0.60506  -0.001
H  1.39768  1.53584  3.36031  0.004
H  2.23222  0.06734  2.82421  -0.008
C  1.84187  1.00498  -3.30795  -0.001
C  1.63119  1.48434  -2.03662  0.000
N  0.39236  1.13309  -1.60131  0.001
N  -0.19015  0.44055  -2.62171  -0.001
C  0.66406  0.34017  -3.63914  0.000
B  -1.62928  -0.15062  -2.44875  0.000
N  -1.44763  -1.22620  -1.32135  0.001
C  -1.57243  -2.55206  -1.35363  -0.002
C  -0.82655  -3.10606  -0.31149  0.004
C  -0.25927  -2.03410  0.33062  0.002
N  -0.64098  -0.87719  -0.26401  0.005
N  -2.48645  1.04178  -1.87133  0.000
C  -3.52098  1.64496  -2.44579  0.000
C  -3.77832  2.85209  -1.78550  0.000
C  -2.84064  2.92104  -0.79109  0.000
N  -2.04611  1.80986  -0.82758  0.000
N  -2.20840  -0.64758  -3.70339  0.000
C  -2.27185  -0.02706  -4.93036  0.000
C  -3.12082  -0.74649  -5.71420  0.000
C  -3.55375  -1.81299  -4.88971  0.000
N  -3.01091  -1.75710  -3.69451  0.000
H  2.71754  1.12790  -3.92230  0.000
H  2.28534  2.09844  -1.44376  0.001
H  0.39740  -0.19551  -4.53710  0.000
H  -2.18670  -3.00771  -2.11626  0.000
H  -0.72742  -4.15197  -0.07601  0.000
H  0.41710  -2.02640  1.16813  -0.002
H  -4.02499  1.19376  -3.28803  0.000
H  -4.53821  3.57629  -2.02777  0.000
H  -2.69252  3.69290  -0.05567  0.000
H  -1.72589  0.87792  -5.14956  0.000
H  -3.38224  -0.56335  -6.74230  0.000
H  -4.22535  -2.61851  -5.14235  0.000
S  3.53556  -2.11473  0.52443  0.997
C  4.50520  -3.26246  1.38263  -0.103
N  5.42683  -4.01226  0.85786  0.016
C  6.16864  -4.90944  1.76796  0.000
C  5.75627  -4.53472  3.20134  0.005
S  4.29369  -3.43280  3.06874  0.072
H  5.62697  -4.01956  -0.13659  0.006
H  7.23634  -4.75989  1.61673  0.000
H  5.93284  -5.94334  1.51937  0.000
H  6.53443  -3.99988  3.73952  0.000
H  5.45537  -5.40002  3.78789  0.007

Forces on the atoms, in the same order (eV/Å):
Ti -0.293 0.341 0.267
C -0.095 0.045 0.138
C 0.025 -0.085 -0.058
O 0.176 0.153 0.157
C -0.151 0.002 -0.126
C -0.093 -0.020 0.022
O 0.002 0.043 -0.226
C 0.063 -0.019 0.081
C -0.055 0.175 -0.167
O 0.098 -0.101 0.193
C 0.040 -0.086 0.082
C -0.003 0.093 0.034
O 0.135 -0.218 -0.086
H 0.030 0.004 -0.034
H 0.018 0.061 -0.048
H -0.001 0.019 0.004
H -0.033 0.002 -0.013
H 0.015 -0.021 0.006
H 0.003 -0.036 -0.017
H 0.048 0.011 -0.017
H 0.041 0.026 -0.003
H -0.028 -0.025 0.007
H -0.020 -0.009 -0.005
H 0.034 -0.056 -0.007
H -0.002 -0.056 -0.031
H -0.012 0.026 -0.024
H -0.037 0.019 -0.047
H -0.057 -0.006 -0.003
H -0.003 0.002 0.018
C -0.019 -0.052 -0.007
C -0.006 0.074 -0.021
N -0.019 -0.039 -0.082
N -0.053 0.023 0.023
C 0.070 -0.003 -0.019
B -0.074 -0.043 0.069
N 0.119 0.081 -0.056
C -0.040 -0.083 0.090
C -0.038 -0.001 -0.036
C 0.066 0.002 -0.037
N -0.078 -0.077 -0.042
N 0.169 0.071 -0.017
C -0.093 0.010 0.034
C -0.001 -0.029 -0.057
C -0.050 -0.041 0.029
N -0.158 0.039 0.054
N 0.184 -0.107 -0.119
C -0.080 0.033 0.011
C 0.022 -0.053 -0.022
C 0.069 -0.052 -0.043
N -0.145 0.137 0.054
H -0.015 0.030 -0.012
H -0.010 -0.036 0.047
H -0.036 0.032 -0.006
H 0.043 0.036 -0.053
H 0.015 0.003 -0.002
H -0.060 0.025 0.052
H 0.044 0.007 -0.026
H -0.019 -0.015 0.023
H 0.045 -0.009 0.000
H -0.001 0.003 0.026
H -0.020 0.031 0.012
H -0.005 0.001 0.021
S 0.266 -0.274 0.146
C 0.021 -0.079 -0.044
N 0.071 -0.004 -0.110
C -0.017 -0.135 0.063
C 0.100 0.083 0.039
S -0.022 -0.039 -0.002
H 0.041 0.073 0.012
H -0.009 0.041 -0.036
H -0.091 0.017 0.006
H -0.002 0.037 -0.033
H -0.031 -0.004 -0.020

2S+1 = 2
<S²> = 0.75
Gap between HOMO and LUMO (alpha / beta) = 5.2 / 4.1 eV
Electronic energy = -91413.1003 eV
LUMO energy (alpha / beta) = -0.476 / -0.518 Eh
Relative energy (zero: lowest compared OMol25 entry of this formula, charge and spin) = 28.3 kcal per mole
Charge = +4